DFT (the ωB97M-V functional and the def2-TZVPD basis) results for C46H56AsBrF4MgN3OPS6Si3 as an isolated structure.

Geometry as XYZ:
```
123
Properties=species:S:1:pos:R:3:forces:R:3
Mg 0.214 -1.095 0.586 -0.115 0.417 0.367
F -1.218 0.975 -7.468 -0.001 -0.001 -0.020
C -1.280 1.233 -6.166 -0.004 0.000 0.008
C -1.558 2.512 -5.725 0.003 -0.008 0.006
F -1.773 3.485 -6.606 -0.001 0.011 -0.010
C -1.626 2.766 -4.365 0.006 0.026 0.008
F -1.943 4.015 -4.010 -0.047 -0.013 -0.047
C -1.395 1.785 -3.412 -0.022 -0.062 -0.010
P -1.480 2.032 -1.584 0.006 0.003 0.076
C -0.970 3.774 -1.384 0.015 -0.016 0.041
C -1.587 4.604 -0.450 0.023 -0.037 0.047
C -1.067 5.862 -0.174 -0.005 0.016 -0.015
C 0.070 6.309 -0.830 -0.027 0.013 -0.001
C 0.693 5.485 -1.759 0.041 -0.012 0.004
C 0.185 4.224 -2.021 0.067 0.015 0.021
C -3.297 2.043 -1.375 -0.003 -0.004 -0.040
C -4.134 3.097 -1.747 -0.002 -0.014 0.009
C -5.506 2.987 -1.587 0.011 -0.001 -0.002
C -6.058 1.821 -1.069 0.001 -0.003 0.002
C -5.236 0.764 -0.714 -0.001 -0.006 0.014
C -3.859 0.875 -0.861 0.010 0.016 0.043
C -1.130 0.496 -3.888 0.008 -0.002 -0.011
Br -0.905 -0.982 -2.731 -0.043 0.037 0.001
C -1.077 0.222 -5.243 0.034 0.033 0.005
F -0.830 -1.005 -5.698 0.005 -0.019 -0.005
H -2.477 4.270 0.068 0.001 -0.003 0.000
H -1.562 6.497 0.549 0.001 0.000 0.000
H 0.465 7.296 -0.627 0.002 -0.008 0.005
H 1.578 5.828 -2.281 -0.012 -0.008 0.006
H 0.689 3.584 -2.739 0.001 0.013 0.012
H -3.713 4.006 -2.157 0.011 0.010 -0.011
H -6.148 3.813 -1.868 0.003 -0.001 0.003
H -7.130 1.740 -0.945 0.001 -0.001 -0.001
H -5.658 -0.150 -0.314 0.001 0.001 -0.001
H -3.218 0.051 -0.569 0.024 -0.025 0.027
S -3.502 -5.220 5.236 0.006 0.006 -0.008
C -2.642 -4.303 4.176 -0.013 -0.016 0.012
S -1.227 -3.410 4.597 0.011 -0.005 0.021
C -0.884 -2.713 3.027 -0.015 0.006 -0.058
C -1.744 -3.050 2.039 0.067 0.017 0.005
S -1.762 -2.509 0.370 -0.041 0.023 -0.127
S -3.051 -4.120 2.508 -0.014 -0.016 -0.005
S 0.503 -1.647 2.936 -0.012 -0.099 0.028
S -3.123 2.893 5.296 -0.001 -0.005 0.017
C -2.471 2.048 3.864 -0.016 -0.017 -0.003
C -1.510 2.653 3.067 -0.043 0.032 -0.044
C -1.071 1.980 1.941 -0.081 0.094 -0.133
N -1.513 0.777 1.578 0.187 -0.093 0.080
C -2.443 0.210 2.346 -0.026 -0.008 -0.045
C -2.942 0.798 3.498 -0.026 0.026 -0.005
C -4.451 3.743 4.454 -0.005 0.020 -0.021
C -5.661 3.111 4.212 0.006 -0.007 -0.001
C -6.645 3.810 3.528 -0.002 0.002 -0.006
N -6.500 5.060 3.097 0.007 -0.002 0.004
C -5.340 5.660 3.350 -0.013 -0.001 -0.005
C -4.289 5.051 4.021 0.009 -0.002 0.014
H -1.133 3.640 3.305 0.010 -0.008 -0.001
H -0.361 2.454 1.270 0.015 -0.011 0.029
H -2.809 -0.753 2.012 0.045 -0.024 0.034
H -3.686 0.286 4.092 -0.002 0.003 -0.003
H -5.833 2.096 4.544 0.000 0.002 -0.004
H -7.599 3.338 3.318 0.004 0.003 0.000
H -5.242 6.681 2.999 -0.001 0.000 0.000
H -3.364 5.582 4.200 0.000 0.001 -0.001
O 1.448 0.600 0.550 -0.037 -0.221 -0.222
C 1.897 1.489 1.276 -0.039 0.019 0.101
C 2.142 1.347 2.744 0.001 -0.009 0.004
C 3.690 1.182 2.881 -0.034 -0.003 -0.004
C 4.461 0.814 1.594 0.004 0.016 -0.039
C 4.736 1.956 0.594 -0.020 0.029 0.018
C 3.514 2.425 -0.200 -0.008 -0.037 -0.019
N 2.406 2.642 0.741 -0.037 -0.006 -0.028
H 1.595 0.502 3.152 0.001 0.031 -0.020
H 1.807 2.248 3.262 -0.007 -0.006 0.019
H 3.867 0.396 3.615 -0.001 0.008 0.014
H 4.121 2.097 3.297 0.005 0.003 -0.007
H 3.952 -0.009 1.089 0.008 -0.029 -0.039
H 5.427 0.412 1.905 0.002 0.022 0.004
H 5.518 1.646 -0.104 -0.022 -0.012 -0.016
H 5.137 2.812 1.149 0.030 -0.007 -0.012
H 3.186 1.686 -0.926 0.010 0.023 0.012
H 3.713 3.350 -0.737 0.012 0.060 -0.027
H 2.684 3.288 1.470 -0.001 -0.009 0.004
C 2.097 -4.854 2.339 -0.022 -0.003 -0.001
Si 3.151 -4.117 0.990 -0.053 -0.005 -0.004
C 4.246 -2.815 1.773 0.010 0.014 0.007
C 4.204 -5.482 0.258 0.027 0.002 0.006
As 1.818 -3.062 -0.686 0.157 -0.065 -0.031
Si 3.393 -2.469 -2.359 -0.056 -0.066 0.004
C 4.748 -3.696 -2.777 0.033 -0.007 0.006
C 4.227 -0.912 -1.742 0.007 0.041 -0.009
C 2.480 -2.021 -3.930 -0.012 -0.040 -0.001
Si 0.589 -4.943 -1.510 -0.005 0.054 0.000
C 1.713 -6.112 -2.465 0.009 -0.013 0.002
C -0.173 -5.835 -0.054 -0.029 0.010 -0.012
C -0.760 -4.414 -2.688 0.018 0.022 -0.020
H 2.752 -5.063 3.191 -0.003 0.000 0.000
H 1.618 -5.787 2.050 0.021 -0.017 -0.024
H 1.334 -4.153 2.673 0.014 -0.031 0.008
H 4.891 -3.315 2.502 0.006 0.033 0.013
H 3.627 -2.094 2.313 -0.002 -0.016 -0.012
H 4.886 -2.279 1.071 -0.015 -0.037 -0.032
H 4.831 -5.895 1.054 -0.008 -0.017 -0.005
H 4.857 -5.141 -0.542 0.014 -0.016 0.019
H 3.589 -6.293 -0.134 -0.019 0.006 0.007
H 5.507 -3.727 -1.994 0.005 0.010 -0.008
H 5.236 -3.345 -3.692 0.006 0.005 0.010
H 4.406 -4.713 -2.956 0.000 0.009 0.004
H 4.894 -1.097 -0.899 0.004 -0.021 0.019
H 3.462 -0.204 -1.422 -0.004 0.017 0.003
H 4.813 -0.455 -2.545 -0.008 0.004 0.013
H 1.870 -2.835 -4.326 0.011 -0.012 0.016
H 3.215 -1.746 -4.692 -0.022 -0.008 -0.012
H 1.824 -1.166 -3.764 -0.012 0.008 -0.009
H 2.097 -6.913 -1.832 0.025 0.021 0.009
H 2.564 -5.612 -2.924 -0.036 0.009 -0.030
H 1.133 -6.574 -3.269 0.001 -0.030 0.021
H 0.484 -6.616 0.331 0.007 0.004 0.001
H -1.101 -6.308 -0.386 0.010 -0.016 0.003
H -0.430 -5.155 0.758 0.000 -0.007 -0.001
H -0.385 -3.914 -3.582 0.008 0.004 0.007
H -1.501 -3.779 -2.203 0.002 -0.020 0.010
H -1.267 -5.332 -3.005 -0.007 0.017 -0.025
```
Forces are in eV/Å.

Properties
energy relative to the best compared isomer or geometry (same formula, charge and spin): 0.085 eV
DFT total energy: -300264.601 eV
net charge: 0

Here are the Löwdin charges for atoms 1 to 5, given in e: 0.150 0.140 -0.136 -0.134 0.136